# 1
{"formula": "C19H23N5O2Pt", "method": "ωB97M-V/def2-TZVPD", "species": ["N", "C", "C", "H", "H", "H", "N", "C", "C", "H", "H", "H", "N", "C", "C", "H", "H", "H", "Pt", "C", "O", "C", "O", "C", "C", "C", "C", "C", "C", "H", "H", "H", "H", "H", "H", "C", "C", "C", "C", "N", "N", "C", "H", "H", "H", "H", "H", "H", "H", "H"], "positions_angstrom": [[0.98956, 3.27987, -0.50477], [1.00818, 4.40564, -0.22328], [1.01781, 5.82893, 0.06365], [-0.00658, 6.22223, 0.03589], [1.61959, 6.34666, -0.69360], [1.45348, 6.00598, 1.05351], [3.70724, -2.37939, 0.09421], [4.57006, -2.95791, -0.43453], [5.64245, -3.67362, -1.10446], [6.03292, -3.04905, -1.91707], [5.24799, -4.60346, -1.53698], [6.45732, -3.91076, -0.40676], [-2.55888, -2.33142, -0.53555], [-3.60110, -2.74568, -0.23722], [-4.92121, -3.26865, 0.06585], [-4.84726, -4.03001, 0.85074], [-5.34521, -3.72639, -0.83713], [-5.57881, -2.45506, 0.39745], [0.48684, -0.30897, -0.60196], [0.21976, -1.94081, 0.42209], [0.13201, -2.88964, 1.07524], [1.85889, 0.60266, 0.43243], [2.67859, 1.08832, 1.08525], [1.43414, 0.71540, -2.41186], [0.02004, 0.83336, -2.50596], [-0.74750, -0.35731, -2.50267], [-0.05712, -1.59717, -2.41584], [1.31249, -1.65698, -2.78149], [2.05419, -0.50773, -2.77907], [2.02184, 1.61957, -2.24546], [-0.45171, 1.81099, -2.46522], [-1.83292, -0.33175, -2.45699], [-0.63946, -2.50528, -2.25143], [1.75493, -2.62135, -3.02587], [3.11576, -0.51346, -3.02177], [-0.92653, 0.58578, 4.64478], [-1.20306, 0.77202, 3.20507], [-2.20559, 1.42638, 2.50154], [-1.94495, 1.25867, 1.12663], [-0.81519, 0.52191, 1.02482], [-0.39983, 0.25197, 2.26640], [-2.72119, 1.76185, -0.02549], [-0.81423, 1.55855, 5.14006], [-1.76345, 0.07066, 5.13357], [-0.01615, 0.00359, 4.83055], [-3.03168, 1.96397, 2.92960], [0.43002, -0.29265, 2.49460], [-3.74493, 1.36440, 0.00049], [-2.82819, 2.85324, 0.03352], [-2.26338, 1.50189, -0.98548]], "multiplicity": 5, "charge": 4, "homo_ev": [-19.55, -21.60], "lumo_ev": [-12.415, -18.936], "largest_force_ha_per_bohr": 0.1284, "homo_lumo_gap_ev": [7.14, 2.66]}



# 2
{"formula": "C6H13N2NiS", "method": "ωB97M-V/def2-TZVPD", "species": ["C", "Ni", "N", "H", "H", "H", "H", "H", "H", "H", "H", "S", "C", "N", "C", "C", "C", "C", "H", "H", "H", "H", "H"], "positions_angstrom": [[0.18679, 0.98085, -2.10696], [0.45903, 0.12060, -0.37152], [-0.26962, -1.05462, 1.09685], [0.30371, -1.23346, -1.12092], [0.39961, -1.36806, 1.79735], [-0.57236, 0.25361, -1.49674], [0.51910, 0.45268, -3.00416], [1.07104, 1.33040, -1.53283], [-0.45743, 1.85796, -2.29998], [-1.01339, -0.59331, 1.63167], [-0.66819, -1.93490, 0.77238], [1.97527, 0.97167, 0.80680], [1.34369, 1.25012, 2.37031], [2.00338, 0.62258, 3.40762], [1.52137, 0.60414, 4.69184], [0.34512, 1.27195, 4.97614], [-0.32118, 1.96295, 3.95404], [0.19558, 1.98125, 2.66092], [2.87014, 0.12675, 3.18210], [2.12015, 0.05201, 5.41509], [-0.04383, 1.26651, 5.99338], [-1.24087, 2.50294, 4.18004], [-0.27821, 2.52889, 1.84660]], "multiplicity": 3, "charge": -1, "homo_ev": [-1.30, -2.39], "lumo_ev": [3.555, 3.505], "largest_force_ha_per_bohr": 0.0555, "homo_lumo_gap_ev": [4.86, 5.89], "de_lowest_kj_mol": 106.6}



# 3
{"formula": "C18H22N6O", "method": "ωB97M-V/def2-TZVPD", "species": ["C", "C", "C", "C", "C", "C", "N", "N", "C", "C", "C", "N", "C", "C", "N", "C", "C", "O", "C", "C", "N", "C", "N", "C", "C", "H", "H", "H", "H", "H", "H", "H", "H", "H", "H", "H", "H", "H", "H", "H", "H", "H", "H", "H", "H", "H", "H"], "positions_angstrom": [[-6.68916, -1.32644, -1.38512], [-5.97360, -0.19750, -0.70738], [-6.64896, 0.98099, -0.40759], [-5.99638, 2.02382, 0.22529], [-4.66277, 1.91005, 0.56944], [-3.98295, 0.73380, 0.27221], [-2.63289, 0.62396, 0.62402], [-2.00970, 1.64204, 1.25037], [-0.77029, 1.28952, 1.47027], [-0.52974, -0.01293, 0.97969], [0.52040, -0.95235, 0.88344], [1.74127, -0.71415, 1.39406], [2.84807, -1.61588, 1.19833], [3.48460, -1.51280, -0.20743], [4.27870, -0.34589, -0.50283], [3.57143, 0.91521, -0.57447], [4.49148, 1.93732, -1.24722], [5.68716, 2.09395, -0.51887], [6.36443, 0.86424, -0.40465], [5.48986, -0.19149, 0.27738], [0.28652, -2.12563, 0.29237], [-0.92957, -2.37033, -0.17312], [-1.99127, -1.59557, -0.14981], [-1.77357, -0.41084, 0.43359], [-4.63584, -0.31589, -0.36376], [-5.99598, -2.11905, -1.65299], [-7.44984, -1.74022, -0.72354], [-7.18877, -0.97536, -2.28659], [-7.69169, 1.07870, -0.67315], [-6.53007, 2.93468, 0.45298], [-4.13710, 2.71122, 1.06261], [-0.09899, 1.96522, 1.96357], [1.92068, 0.20991, 1.75187], [3.59366, -1.42540, 1.97211], [2.46007, -2.63064, 1.31009], [4.13028, -2.38415, -0.34521], [2.67919, -1.56683, -0.94399], [2.66122, 0.78753, -1.16295], [3.30376, 1.30508, 0.42427], [4.02218, 2.92193, -1.28171], [4.71688, 1.59986, -2.26942], [7.26329, 1.06328, 0.18133], [6.64848, 0.50101, -1.40338], [6.02066, -1.14467, 0.30820], [5.28481, 0.13800, 1.31163], [-1.06066, -3.33862, -0.63898], [-4.08933, -1.21868, -0.58495]], "charge": 0, "homo_ev": -8.21, "lumo_ev": 0.662, "largest_force_ha_per_bohr": 0.0224, "homo_lumo_gap_ev": 8.87, "de_lowest_kj_mol": 167.8, "smiles": "Cc1cccc(-n2ncc3c(NCCN4CCOCC4)ncnc32)c1"}



# 4
{"formula": "C5H13NSi", "method": "ωB97M-V/def2-TZVPD", "species": ["C", "C", "C", "C", "C", "N", "Si", "H", "H", "H", "H", "H", "H", "H", "H", "H", "H", "H", "H", "H"], "positions_angstrom": [[-2.07533, 0.38665, -0.21006], [-1.81441, -0.55739, 0.87894], [-1.18346, 0.32832, -1.38952], [1.96942, -1.38632, -0.49440], [1.84172, 1.47409, 0.33155], [-0.34422, -0.41519, 1.24061], [0.74996, -0.06069, -0.05694], [-3.15579, 0.58545, -0.46534], [-1.95440, 1.38367, 0.34084], [-2.49430, -0.35783, 1.69322], [-1.77508, -1.57901, 0.43722], [-1.24732, -0.53412, -2.12992], [-1.11745, 1.12359, -2.15784], [1.25622, -2.22924, -0.34872], [2.30930, -1.28175, -1.53930], [2.82716, -1.65622, 0.15157], [1.07371, 2.08737, 0.84686], [2.64370, 0.99146, 0.96351], [2.52120, 2.05974, -0.28613], [-0.03062, -0.36258, 2.19384]], "charge": 0, "homo_ev": -8.58, "lumo_ev": 0.955, "largest_force_ha_per_bohr": 0.0922, "homo_lumo_gap_ev": 9.53, "de_lowest_kj_mol": 166.2}



# 5
{"formula": "C22H28N4OS", "method": "ωB97M-V/def2-TZVPD", "species": ["O", "C", "C", "C", "C", "N", "C", "C", "C", "C", "C", "N", "C", "N", "C", "C", "S", "C", "C", "N", "C", "C", "C", "C", "C", "C", "C", "C", "H", "H", "H", "H", "H", "H", "H", "H", "H", "H", "H", "H", "H", "H", "H", "H", "H", "H", "H", "H", "H", "H", "H", "H", "H", "H", "H", "H"], "positions_angstrom": [[-1.53185, -3.86568, -1.73924], [-0.51547, -2.90522, -1.57244], [-1.06221, -1.53588, -1.17243], [0.06122, -0.54762, -0.82144], [-0.54780, 0.81783, -0.45908], [-1.24931, 0.73250, 0.80729], [-2.00240, 1.94070, 1.10589], [-3.04608, 2.19835, 0.07493], [-3.18484, 3.29700, -0.72752], [-4.30595, 3.08823, -1.56431], [-4.81418, 1.86649, -1.25312], [-4.05142, 1.31195, -0.25086], [-4.35009, 0.08261, 0.27583], [-5.36014, -0.60825, -0.14021], [-5.48871, -1.77149, 0.53402], [-4.56687, -1.98439, 1.50559], [-3.44734, -0.67519, 1.57381], [-0.31158, 0.38673, 1.85650], [0.29590, -0.98674, 1.54592], [0.89226, -1.09158, 0.23362], [2.31564, -0.91653, 0.12768], [2.88323, 0.50762, 0.34372], [4.37444, 0.48167, 0.20131], [5.18556, 0.22250, 1.29933], [6.56038, 0.15826, 1.16243], [7.14440, 0.34906, -0.07817], [6.34533, 0.60348, -1.17968], [4.97076, 0.66706, -1.03990], [-2.16582, -3.53466, -2.38549], [0.12991, -3.28860, -0.78030], [0.08133, -2.81444, -2.49294], [-1.65402, -1.12145, -1.99351], [-1.71862, -1.65636, -0.31215], [0.69085, -0.41932, -1.70916], [0.24526, 1.58611, -0.41182], [-1.25501, 1.11612, -1.23616], [-2.46354, 1.80516, 2.09165], [-1.35066, 2.83104, 1.15727], [-2.55345, 4.16369, -0.71605], [-4.68052, 3.76591, -2.30502], [-5.65150, 1.32595, -1.64306], [-6.29080, -2.43487, 0.26745], [-4.46188, -2.82426, 2.16070], [0.47711, 1.15419, 1.95072], [-0.84965, 0.33099, 2.80612], [-0.50895, -1.72673, 1.61118], [1.04724, -1.23658, 2.29646], [2.78287, -1.58460, 0.85820], [2.61655, -1.25888, -0.86751], [2.45095, 1.18356, -0.39610], [2.61221, 0.85481, 1.34202], [4.73479, 0.07577, 2.27107], [7.17833, -0.03964, 2.02628], [8.21790, 0.30112, -0.18586], [6.79484, 0.75387, -2.15056], [4.35135, 0.86861, -1.90289]], "charge": 0, "homo_ev": -8.05, "lumo_ev": 0.577, "largest_force_ha_per_bohr": 0.0295, "homo_lumo_gap_ev": 8.62, "de_lowest_kj_mol": 189.3, "smiles": "OCC[C@H]1CN(Cc2cccn2-c2nccs2)CCN1CCc1ccccc1"}